Record 1
{
  "formula": "CH2ClFN2O",
  "method": "ωB97M-V/def2-TZVPD",
  "multiplicity": 3,
  "s_squared": 2.01,
  "e_tot_ev": -21330.161,
  "relative_energy_kcal_mol": 0.0,
  "elements": ["C", "N", "N", "O", "F", "Cl", "H", "H"],
  "xyz": [[-0.5266, 0.9002, 0.7077], [-0.6592, 0.9076, -0.5473], [1.3529, -1.0544, 0.4751], [-0.6642, 1.0614, 1.8726], [1.5756, -0.9411, -0.9918], [0.3429, -2.3470, 0.6378], [0.1564, 0.3061, -1.0896], [-1.5778, 1.1671, -1.0644]],
  "forces_ev_per_a": [[2.7, -0.8, 1.1], [0.1, -1.2, -3.5], [0.6, -0.4, -1.7], [-1.6, 0.7, 0.8], [-0.2, -0.1, 1.7], [0.0, 0.0, 0.1], [-3.1, 2.2, 1.2], [1.4, -0.4, 0.4]]
}

---

Record 2
{
  "formula": "C9H20NO2",
  "method": "ωB97M-V/def2-TZVPD",
  "e_tot_ev": -15233.388,
  "total_charge": 1,
  "relative_energy_kcal_mol": 42.0,
  "elements": ["C", "C", "O", "C", "C", "C", "C", "O", "C", "N", "C", "C", "H", "H", "H", "H", "H", "H", "H", "H", "H", "H", "H", "H", "H", "H", "H", "H", "H", "H", "H", "H"],
  "xyz": [[-0.5065, -2.8117, 0.1855], [0.4061, -1.5852, 0.4418], [0.9332, -1.7165, 1.7667], [1.8601, -0.6614, 2.1151], [1.2653, 0.8025, 2.0059], [0.6460, 1.1346, 0.6162], [1.6147, 1.4203, -0.4543], [-0.2374, 2.2398, 0.8978], [-0.3873, -0.0455, 0.3918], [-1.3560, -0.0585, -0.8662], [-2.4367, 0.9832, -0.7868], [-0.7393, 0.0075, -2.2497], [-1.2778, -2.9610, 0.7896], [0.0128, -3.7763, 0.1796], [-0.7230, -2.8582, -0.9211], [1.1331, -1.5653, -0.4072], [2.5872, -0.7232, 1.3207], [2.2538, -0.7596, 3.1152], [0.4456, 0.8305, 2.7388], [2.1178, 1.3458, 2.2405], [2.1627, 2.2751, -0.0316], [1.2729, 1.4827, -1.4390], [2.2068, 0.5307, -0.4003], [0.3198, 2.9688, 0.9308], [-1.0661, 0.0370, 1.2870], [-1.8857, -0.9679, -0.7787], [-2.0942, 1.9114, -0.5747], [-2.9783, 1.0409, -1.7622], [-2.9031, 0.4699, 0.0971], [-0.4836, 0.9626, -2.6140], [-0.0227, -0.7786, -2.4885], [-1.6615, -0.1592, -2.8886]],
  "forces_ev_per_a": [[3.8, 0.6, -4.2], [-1.3, 1.2, 0.8], [-0.2, 0.7, -0.6], [-1.3, 1.0, -1.9], [-1.4, -3.7, -0.7], [-3.2, -0.9, 1.4], [1.1, -0.3, 2.1], [-1.2, -1.9, -0.9], [0.6, -2.2, 0.2], [1.7, 0.4, -0.3], [-1.5, -3.9, 0.3], [-2.7, -2.0, -0.8], [-3.6, -0.1, 2.5], [0.7, 0.4, 0.7], [-0.6, 0.5, 0.9], [0.2, 0.1, 1.0], [1.1, -0.1, 0.2], [0.1, -0.7, 0.1], [0.5, 0.6, -0.1], [1.2, 1.9, 0.5], [0.3, -0.1, -1.0], [-0.7, 0.7, -1.3], [1.2, -0.3, -0.4], [1.3, 2.6, 0.3], [0.4, -0.4, -1.0], [1.1, 1.0, -0.3], [1.4, 2.6, 1.0], [0.0, -0.6, 1.1], [-1.1, 1.7, -0.9], [0.9, 1.3, 0.6], [0.1, 0.2, 0.4], [1.1, -0.4, 0.4]]
}